# 1
C23H38BF4LiO11 as an isolated structure at a distorted geometry, computed with ωB97M-V with the def2-TZVPD basis set.

LUMO: -0.0311 Ha

Each line ends with the Löwdin charge.
Geometry (Å):
F (-37.36, 15.81, 20.54)  0.153
F (-37.47, 17.87, 19.81)  0.167
F (-38.98, 17.02, 21.34)  0.127
F (-36.89, 17.53, 21.95)  0.154
O (-35.46, 11.98, 20.82)  -0.133
O (-31.21, 17.89, 17.11)  0.058
O (-42.09, 16.70, 22.68)  -0.129
O (-34.57, 21.40, 21.77)  -0.117
O (-36.24, 15.64, 18.03)  -0.007
O (-38.47, 17.53, 24.39)  -0.125
O (-38.71, 20.02, 18.60)  0.161
O (-40.53, 15.59, 19.81)  -0.149
O (-32.32, 13.87, 24.86)  0.058
O (-32.83, 17.70, 21.11)  -0.006
O (-42.20, 18.02, 14.86)  0.041
C (-32.59, 16.89, 22.28)  -0.280
C (-41.59, 19.72, 16.35)  0.042
C (-35.01, 20.06, 21.46)  -0.121
C (-39.49, 18.27, 17.16)  -0.028
C (-35.00, 16.16, 17.72)  -0.258
C (-34.03, 15.31, 17.07)  0.034
C (-32.71, 15.92, 16.96)  0.021
C (-31.21, 15.47, 23.48)  0.006
C (-32.34, 14.97, 24.18)  -0.342
C (-33.65, 15.58, 23.99)  0.019
C (-31.33, 16.42, 22.49)  -0.002
C (-34.72, 17.57, 18.15)  0.029
C (-40.25, 17.73, 16.16)  -0.074
C (-41.59, 16.00, 18.99)  -0.127
C (-33.43, 18.17, 17.75)  0.005
C (-34.72, 13.16, 20.94)  -0.190
C (-40.69, 20.29, 17.44)  0.030
C (-39.57, 19.59, 17.68)  -0.335
C (-32.45, 17.30, 17.23)  -0.287
C (-33.77, 16.58, 22.93)  0.006
C (-41.88, 18.09, 22.63)  -0.107
C (-41.30, 18.47, 15.81)  -0.398
C (-37.75, 17.87, 25.55)  -0.144
B (-37.67, 17.09, 20.92)  -1.397
Li (-40.63, 15.44, 22.07)  0.819
H (-30.59, 17.52, 16.58)  0.046
H (-36.09, 20.12, 21.25)  0.086
H (-33.22, 19.18, 17.63)  0.094
H (-38.56, 17.70, 17.45)  0.128
H (-33.14, 13.46, 25.21)  0.139
H (-34.70, 19.61, 22.38)  0.069
H (-38.01, 17.73, 23.53)  0.063
H (-35.50, 18.27, 18.52)  0.096
H (-34.51, 15.08, 24.23)  0.059
H (-30.64, 16.60, 21.78)  0.090
H (-42.58, 15.58, 19.24)  0.089
H (-39.95, 16.58, 15.83)  0.187
H (-42.49, 20.28, 15.87)  0.143
H (-42.88, 16.64, 23.10)  0.030
H (-36.72, 18.29, 25.31)  0.118
H (-41.96, 18.38, 21.60)  0.075
H (-35.23, 11.65, 19.98)  0.049
H (-41.49, 15.85, 17.83)  0.123
H (-39.70, 15.93, 19.53)  0.045
H (-35.03, 13.56, 21.94)  0.073
H (-33.64, 13.00, 20.49)  0.110
H (-34.35, 14.42, 16.76)  0.055
H (-33.68, 17.63, 20.74)  0.016
H (-36.90, 15.95, 18.64)  0.055
H (-37.54, 17.14, 26.22)  0.034
H (-30.38, 14.90, 23.57)  0.079
H (-40.85, 21.24, 17.86)  0.097
H (-34.69, 19.54, 20.62)  0.032
H (-41.68, 16.95, 19.34)  0.035
H (-32.09, 15.32, 16.56)  0.026
H (-34.67, 17.22, 22.63)  0.118
H (-38.29, 18.52, 26.08)  0.030
H (-40.94, 18.37, 22.93)  0.049
H (-35.07, 14.05, 20.12)  0.115
H (-41.67, 17.40, 14.45)  0.053
H (-34.37, 21.36, 22.71)  0.068
H (-42.71, 18.69, 23.19)  0.136
H (-38.19, 19.50, 18.93)  -0.082

# 2
C2H4O3Yb as an isolated structure at a distorted geometry, computed with ωB97M-V with the def2-TZVPD basis set.

LUMO: -0.3335 Ha
Charge: +2

Each line ends with the Löwdin charge.
Geometry (Å):
Yb (2.68, 0.29, -0.12)  1.710
O (1.40, -1.49, -0.14)  -0.259
O (0.12, -0.97, -0.41)  -0.168
O (0.83, 1.56, -0.05)  -0.048
C (-0.87, -0.10, 0.10)  -0.035
C (-0.32, 1.29, 0.23)  -0.083
H (-1.06, 2.09, 0.41)  0.180
H (-1.21, -0.46, 1.08)  0.178
H (0.14, -2.10, -0.50)  0.335
H (-1.72, -0.10, -0.60)  0.190

# 3
C20H29BBrCoF2NO10P2S2 as an isolated structure at a distorted geometry, computed with ωB97M-V with the def2-TZVPD basis set.

LUMO (spin up / spin down): 0.1594 / 0.1588 Ha
Multiplicity: 4
Charge: -2

Each line ends with the Löwdin spin population.
Geometry (Å):
Br (1.04, 1.91, -3.76)  0.039
Co (1.70, 0.15, -1.09)  2.296
S (-1.10, -0.12, 0.72)  -0.011
S (-1.11, -3.36, 1.79)  0.001
P (-2.00, -1.66, 1.67)  -0.001
P (2.58, -1.79, -1.92)  -0.004
F (-0.30, -2.15, -1.06)  -0.036
F (-1.03, -0.24, -2.06)  -0.018
O (4.44, 0.24, 3.12)  -0.003
O (1.80, -2.69, -3.00)  0.004
O (3.97, -1.71, -2.73)  0.002
O (6.51, 2.07, 2.23)  0.001
O (2.96, -2.88, -0.83)  -0.003
O (2.53, -0.04, 0.79)  0.050
O (6.00, 2.73, -0.61)  0.003
O (3.50, 1.36, -1.37)  0.036
O (-3.49, -1.72, 1.10)  -0.001
O (-2.33, -1.12, 3.15)  0.000
N (0.75, 1.92, -1.00)  0.183
C (-0.52, 3.51, 0.31)  0.046
C (4.09, 1.37, -0.24)  0.004
C (3.60, 0.64, 0.88)  0.003
C (5.10, -1.03, -2.17)  0.000
C (-1.03, 4.08, -0.88)  0.222
C (-3.21, -0.09, 3.61)  0.000
C (-0.56, 3.60, -2.12)  0.034
C (-4.06, -0.72, -1.04)  0.000
C (2.11, -3.11, 0.33)  -0.001
C (4.50, 0.77, 2.02)  0.001
C (5.60, 1.70, 1.56)  0.001
C (0.36, 2.47, 0.21)  0.123
C (-3.04, 1.24, 2.90)  0.000
C (-4.65, -0.57, 3.61)  0.000
C (-3.07, -3.04, -0.95)  0.000
C (-0.96, 3.99, 1.66)  0.003
C (5.33, 2.05, 0.11)  0.003
C (1.06, -2.06, -4.04)  0.001
C (0.30, 2.54, -2.12)  0.120
C (-3.93, -2.01, -0.24)  0.000
B (-0.23, -0.76, -1.02)  -0.124
H (-3.60, 2.00, 3.45)  0.000
H (1.23, -3.68, 0.04)  0.000
H (-4.65, 0.01, -0.49)  0.000
H (4.99, 0.05, -2.25)  0.000
H (-2.07, -2.64, -1.16)  0.000
H (0.79, 2.00, 1.09)  0.006
H (-0.86, 4.04, -3.06)  -0.002
H (5.24, -1.30, -1.12)  0.000
H (-2.90, 0.03, 4.65)  0.000
H (-4.56, -0.93, -1.99)  0.000
H (-4.93, -2.43, -0.09)  0.000
H (0.34, -1.35, -3.65)  0.001
H (-1.73, 4.91, -0.84)  0.023
H (2.72, -3.67, 1.04)  0.000
H (1.81, -2.17, 0.78)  -0.001
H (-3.09, -0.29, -1.25)  0.000
H (0.53, -2.85, -4.57)  0.000
H (5.97, -1.36, -2.73)  0.000
H (-3.41, 1.19, 1.87)  0.000
H (-1.03, 5.08, 1.70)  0.001
H (-1.94, 3.58, 1.92)  0.000
H (-2.95, -3.94, -0.34)  0.000
H (-1.99, 1.53, 2.86)  0.000
H (1.73, -1.56, -4.74)  0.000
H (-5.28, 0.14, 4.15)  0.000
H (-5.03, -0.67, 2.59)  0.000
H (-4.73, -1.55, 4.09)  0.000
H (-0.26, 3.67, 2.44)  0.000
H (-3.56, -3.30, -1.89)  0.000

# 4
C12H15Cl6N2O3P as an isolated structure at a distorted geometry, computed with ωB97M-V with the def2-TZVPD basis set.

LUMO: -0.0138 Ha

Each line ends with the Löwdin charge.
Geometry (Å):
Cl (-5.52, -0.68, 0.22)  0.711
Cl (0.12, 0.92, -1.75)  0.778
Cl (-3.72, 3.77, -1.10)  0.626
Cl (-3.56, -2.89, -0.81)  0.743
Cl (-1.50, 3.41, -2.77)  0.538
Cl (-1.04, 3.34, -0.05)  0.621
P (0.50, -1.64, 0.28)  0.489
O (-0.22, -0.78, 1.29)  -0.137
O (0.67, -3.07, 0.60)  -0.245
O (1.96, -0.99, -0.23)  -0.222
N (-0.72, -1.80, -1.00)  0.010
N (-3.67, 0.96, -0.65)  0.077
C (-3.95, -0.30, -0.35)  -0.764
C (-3.02, -1.26, -0.60)  -0.568
C (-1.08, 0.73, 3.99)  -0.089
C (-0.25, 1.20, 2.80)  -0.241
C (-1.68, -0.88, -0.94)  -0.411
C (3.80, -1.19, -1.78)  -0.212
C (0.58, 0.18, 2.05)  -0.173
C (2.43, -1.66, -1.40)  -0.294
C (-1.45, 0.41, -1.26)  -0.527
C (-2.48, 1.36, -1.10)  -0.411
C (-2.24, 2.83, -1.23)  -1.529
C (3.98, 0.34, -2.01)  -0.101
H (-1.82, 0.11, 3.58)  0.048
H (5.08, 0.45, -2.16)  0.079
H (3.52, 0.75, -2.95)  0.089
H (2.42, -2.72, -1.36)  0.106
H (-0.38, 0.07, 4.55)  0.090
H (-1.55, 1.44, 4.66)  0.078
H (0.44, 1.94, 3.21)  0.121
H (-0.99, 1.65, 2.16)  0.061
H (1.71, -1.51, -2.19)  0.095
H (4.02, -1.54, -2.79)  0.115
H (1.29, -0.33, 2.73)  0.145
H (3.79, 0.87, -1.12)  0.041
H (1.19, 0.71, 1.36)  0.093
H (4.52, -1.51, -1.06)  0.105
H (-1.18, -2.70, -0.83)  0.066